[1]
Below is a cluster of 2 separate species, C20H21 in total at a distorted geometry, with properties calculated with ωB97M-V/def2-TZVPD.

Results
charge = +1
relative energy (zero: lowest compared OMol25 entry of this formula, charge and spin) = 2.831 eV
HOMO-LUMO gap = 0.205 Ha
maximum force = 0.0483 hartree/bohr

Atoms and positions in Å:
C -6.589 -1.083 0.209
C -5.302 -0.279 0.180
C -4.040 -0.793 0.094
C -2.813 -0.070 0.310
C -1.533 -0.625 0.296
H -7.402 -0.345 0.216
H -6.735 -1.727 -0.669
H -6.718 -1.707 1.107
H -5.451 0.805 0.272
H -3.916 -1.866 -0.100
H -2.884 1.003 0.479
H -0.963 -0.582 1.272
H -1.321 -1.427 -0.464
C 0.233 0.750 -0.262
C 0.091 1.858 0.690
C -0.927 2.850 0.556
C -1.190 3.766 1.586
C -0.413 3.768 2.749
C 0.640 2.859 2.868
C 0.902 1.934 1.859
C 1.564 0.243 -0.509
C 1.972 -0.625 -1.517
C 3.197 -1.382 -1.570
C 3.583 -2.075 -2.759
C 4.747 -2.839 -2.831
C 5.593 -2.952 -1.711
C 5.253 -2.267 -0.534
C 4.082 -1.499 -0.461
H -0.498 0.656 -1.081
H -1.465 2.915 -0.400
H -2.025 4.470 1.461
H -0.595 4.521 3.508
H 1.261 2.874 3.767
H 1.769 1.271 1.964
H 2.349 0.575 0.190
H 1.358 -0.681 -2.408
H 2.936 -1.997 -3.635
H 5.002 -3.369 -3.755
H 6.494 -3.576 -1.767
H 5.918 -2.361 0.331
H 3.837 -0.990 0.470

=====

[2]
Below is the ion C20H21 with charge +1 at a distorted geometry, with properties calculated with ωB97M-V/def2-TZVPD.

Results
charge = +1
relative energy (zero: lowest compared OMol25 entry of this formula, charge and spin) = 0.000 eV
HOMO-LUMO gap = 0.231 Ha
maximum force = 0.0416 hartree/bohr

Atoms and positions in Å:
C 0.513 0.112 -5.757
C 0.257 0.349 -4.298
C -0.921 -0.150 -3.718
C -1.199 0.067 -2.386
C -0.301 0.798 -1.541
C -0.702 0.942 -0.211
C 0.133 1.299 0.965
C 0.912 1.280 -2.143
C 1.157 1.067 -3.486
H 1.462 0.558 -6.062
H 0.544 -0.961 -5.984
H -0.290 0.543 -6.368
H -1.630 -0.713 -4.336
H -2.109 -0.322 -1.924
H -1.753 0.746 -0.012
H -0.137 2.352 1.183
H 1.201 1.248 0.664
H 1.617 1.842 -1.519
H 2.070 1.459 -3.956
C 1.215 0.741 3.125
C 0.790 1.815 4.148
C -0.711 1.731 4.133
C -1.174 0.952 3.128
C -0.037 0.469 2.220
C -0.158 -1.000 1.801
C -1.402 -1.626 1.715
C -1.548 -2.767 0.923
C -0.431 -3.347 0.319
C 0.842 -2.815 0.569
C 0.979 -1.677 1.359
H 2.102 1.029 2.547
H 1.467 -0.174 3.667
H 1.224 1.563 5.127
H 1.180 2.816 3.888
H -1.291 2.316 4.846
H -2.206 0.662 2.939
H -2.283 -1.196 2.198
H -2.546 -3.202 0.791
H -0.540 -4.235 -0.309
H 1.733 -3.298 0.164
H 1.972 -1.272 1.589

=====

[3]
Below is a structure of composition C20H21BF6N15NaO6S2 at a distorted geometry, with properties calculated with ωB97M-V/def2-TZVPD.

Results
charge = -2
relative energy (zero: lowest compared OMol25 entry of this formula, charge and spin) = 1.243 eV
HOMO-LUMO gap = 0.264 Ha
maximum force = 0.0324 hartree/bohr

Atoms and positions in Å:
Na 0.209 0.845 0.196
C 2.831 2.555 2.498
C 1.774 1.871 3.129
N 1.883 0.557 2.977
N 3.003 0.366 2.241
C 3.585 1.547 1.942
B 3.512 -1.013 1.716
N 3.493 -1.008 0.156
C 4.537 -0.745 -0.652
C 4.074 -0.673 -1.950
C 2.691 -0.896 -1.822
N 2.350 -1.097 -0.554
N 2.690 -2.191 2.263
C 3.216 -3.278 2.865
C 2.190 -4.154 3.145
C 1.044 -3.491 2.656
N 1.351 -2.318 2.123
H 2.980 3.619 2.405
H 0.915 2.272 3.647
H 4.472 1.590 1.328
H 4.673 -1.177 2.052
H 5.531 -0.633 -0.246
H 4.635 -0.459 -2.845
H 1.931 -0.895 -2.591
H 4.275 -3.343 3.056
H 2.257 -5.114 3.631
H 0.010 -3.805 2.680
F 3.777 4.248 -1.585
C 2.793 3.681 -2.293
F 2.365 4.568 -3.198
F 3.292 2.632 -2.924
S 1.420 3.241 -1.137
O 1.818 1.961 -0.588
O 1.347 4.397 -0.304
N 0.141 3.107 -2.062
S -0.084 1.669 -2.719
O -0.501 0.643 -1.791
O 0.894 1.314 -3.715
C -1.570 2.054 -3.714
F -1.274 2.934 -4.673
F -1.967 0.915 -4.289
F -2.567 2.530 -2.984
N -1.206 -0.440 2.987
N -1.580 0.839 3.458
C -1.691 1.931 2.573
O -2.451 2.860 2.911
O -1.014 1.848 1.500
H -1.509 -0.536 2.020
H -0.190 -0.504 2.978
H -2.359 0.799 4.094
N -3.481 2.464 0.057
C -3.959 1.282 -0.328
N -5.253 1.186 -0.697
C -5.606 -0.021 -1.110
N -6.928 -0.186 -1.469
N -4.828 -1.103 -1.210
C -3.571 -0.879 -0.800
N -3.089 0.249 -0.344
C -2.603 -2.031 -0.903
C -2.980 -3.198 -1.552
C -2.041 -4.208 -1.692
C -0.770 -4.019 -1.181
C -0.484 -2.824 -0.530
N -1.384 -1.850 -0.391
H -4.145 3.172 0.311
H -2.569 2.474 0.519
H -7.408 0.668 -1.693
H -7.101 -0.975 -2.066
H -3.985 -3.286 -1.936
H -2.303 -5.131 -2.196
H -0.003 -4.777 -1.276
H 0.496 -2.628 -0.103

=====

[4]
Below is a structure of composition C20H21BaClN2O2 at a distorted geometry, with properties calculated with ωB97M-V/def2-TZVPD.

Results
charge = 0
relative energy (zero: lowest compared OMol25 entry of this formula, charge and spin) = 7.712 eV
HOMO-LUMO gap (spin up / spin down) = 0.151 / 0.206 Ha
maximum force = 0.0677 hartree/bohr

Atoms and positions in Å:
C -0.298 1.669 1.671
C -0.302 -1.558 1.788
H 0.797 1.833 1.741
H -0.778 1.030 2.414
H -0.883 2.310 0.993
H 0.050 -2.389 1.154
H 0.462 -1.072 2.425
H -1.364 -1.365 1.928
C 0.500 2.751 -1.621
C 0.862 3.501 -2.706
C 1.086 2.847 -3.933
C 0.964 1.476 -4.075
H 0.301 3.087 -0.576
H 0.953 4.560 -2.559
H 1.368 3.421 -4.783
H 1.144 0.934 -4.997
N 0.336 1.459 -1.888
C 0.592 0.734 -2.972
C 0.451 -0.782 -2.989
N 0.169 -1.481 -1.897
C 0.050 -2.788 -1.677
C 0.479 -2.919 -4.022
C 0.203 -3.557 -2.798
H -0.164 -3.113 -0.635
H 0.099 -4.617 -2.677
C 0.606 -1.544 -4.128
H 0.814 -1.016 -5.051
H 0.596 -3.508 -4.901
Ba 0.484 -0.035 0.045
C -2.288 0.037 -0.210
H -2.439 -1.051 -0.307
H -2.332 0.626 -1.136
H -2.566 0.521 0.734
Cl 0.672 0.459 7.099
C 1.478 0.325 5.588
C 1.910 -0.925 5.129
C 2.547 -1.026 3.886
C 2.756 0.101 3.081
C 2.344 1.348 3.573
C 1.698 1.468 4.809
C 3.439 -0.059 1.739
O 4.704 -0.220 1.798
O 2.722 -0.005 0.648
H 1.745 -1.815 5.739
H 2.887 -2.007 3.533
H 2.510 2.248 2.966
H 1.363 2.443 5.165

=====

[5]
Below is a structure of composition C20H21Br30N3O at a distorted geometry, with properties calculated with ωB97M-V/def2-TZVPD.

Results
charge = 0
HOMO-LUMO gap = 0.274 Ha
maximum force = 0.1234 hartree/bohr

Atoms and positions in Å:
C 1.946 -1.620 0.825
C 1.075 -0.446 0.135
C 1.669 0.887 -0.427
C 0.707 1.935 -1.029
C 1.354 3.312 -1.556
C -0.846 1.705 -1.099
N -1.649 2.754 -1.666
C -3.035 2.461 -1.640
O -3.946 3.435 -2.164
C -3.594 1.115 -1.094
N -5.073 0.949 -1.132
N -2.855 0.030 -0.547
C -1.464 0.398 -0.554
C -0.455 -0.659 0.056
H 3.037 -1.621 0.495
H 1.394 -2.609 0.628
H 1.886 -1.435 1.967
H 2.805 1.029 -0.342
H 2.117 3.172 -2.391
H 1.875 3.782 -0.633
H 0.529 4.047 -1.855
H -4.309 3.908 -1.370
H -5.474 1.457 -1.934
H -5.250 -0.059 -1.315
H -0.873 -1.639 0.500
C 1.533 -4.067 -2.366
Br -0.046 -3.060 -2.869
Br 3.165 -3.103 -2.782
Br 1.479 -4.618 -0.506
H 1.538 -4.975 -2.968
C 3.894 -4.196 3.111
Br 4.767 -3.620 1.478
Br 2.408 -5.392 2.754
Br 5.155 -4.973 4.363
H 3.482 -3.307 3.585
C 5.635 5.043 -1.150
Br 5.123 3.615 -2.361
Br 4.716 6.702 -1.558
Br 5.403 4.533 0.707
H 6.698 5.222 -1.302
C 2.799 10.009 0.254
Br 0.884 10.149 0.532
Br 3.252 9.965 -1.632
Br 3.768 11.401 1.196
H 3.114 9.057 0.680
C -3.657 -5.845 -2.596
Br -1.946 -5.523 -1.741
Br -4.004 -4.567 -4.014
Br -3.823 -7.675 -3.220
H -4.426 -5.697 -1.839
C 0.715 4.468 -5.496
Br 2.178 5.530 -4.791
Br 1.201 2.597 -5.666
Br -0.911 4.700 -4.464
H 0.509 4.836 -6.499
C 3.956 6.079 4.473
Br 2.251 5.874 3.570
Br 5.027 4.465 4.365
Br 4.927 7.632 3.835
H 3.740 6.248 5.527
C -4.992 -1.176 2.983
Br -3.518 0.076 3.133
Br -4.865 -2.250 1.373
Br -5.169 -2.278 4.570
H -5.904 -0.586 2.902
C 0.083 -9.403 -0.667
Br -1.829 -9.254 -0.381
Br 0.527 -9.478 -2.554
Br 1.061 -8.000 0.248
H 0.397 -10.349 -0.227
C -6.388 -6.329 5.285
Br -8.093 -5.871 4.482
Br -4.996 -6.544 3.952
Br -5.877 -5.061 6.661
H -6.514 -7.294 5.773